[1]
{"formula": "C7H14", "method": "ωB97M-V/def2-TZVPD", "smiles": "C=C[C@]1(C)C[C@H]1C.[H][H]", "e_homo_ev": -8.410, "multiplicity": 1, "largest_force_ha_per_bohr": 0.01146, "e_lumo_ev": 1.1, "elements": ["C", "C", "C", "C", "C", "C", "C", "H", "H", "H", "H", "H", "H", "H", "H", "H", "H", "H", "H", "H", "H"], "xyz": [[-2.43883, -0.15490, -0.67284], [-1.16402, -0.13591, -1.05536], [-0.05015, -0.01307, -0.08234], [-0.16887, -0.70732, 1.27618], [0.20814, 1.49498, -0.23654], [1.29854, 0.52323, -0.49730], [2.41275, 0.61692, 0.51823], [-2.70510, -0.16717, 0.38263], [-3.24624, -0.14639, -1.39157], [-0.89978, -0.06875, -2.10916], [-1.00331, -1.41345, 1.29754], [-0.32003, 0.01130, 2.08363], [0.72463, -1.29576, 1.52122], [-0.22435, 2.00071, -1.09650], [0.16995, 2.07136, 0.67607], [1.61909, 0.36333, -1.52570], [1.99728, 0.80006, 1.51411], [3.05509, -0.26482, 0.56520], [3.02243, 1.49337, 0.27060], [-1.47754, -2.34414, -0.75057], [-0.80966, -2.66359, -0.68753]], "forces_ev_per_a": [[0.045, 0.057, -0.140], [-0.424, -0.331, -0.085], [-0.303, 0.493, 0.114], [-0.100, 0.192, 0.040], [0.186, 0.374, 0.198], [0.177, 0.093, -0.116], [0.096, -0.111, 0.068], [-0.005, -0.060, -0.195], [0.007, -0.003, -0.009], [-0.081, -0.081, 0.021], [0.044, 0.242, -0.098], [-0.024, -0.043, 0.066], [-0.101, 0.233, -0.176], [-0.175, -0.192, 0.290], [0.402, 0.165, 0.097], [-0.104, 0.142, 0.071], [0.116, -0.113, -0.110], [-0.025, 0.014, -0.030], [0.040, -0.226, 0.030], [0.223, -0.412, -0.034], [0.004, -0.433, -0.002]]}

---

[2]
{"formula": "C7H14AlF3O4P", "method": "ωB97M-V/def2-TZVPD", "e_homo_ev": -3.642, "charge": -1, "multiplicity": 1, "largest_force_ha_per_bohr": 0.12556, "e_lumo_ev": 2.6, "elements": ["C", "C", "C", "Al", "O", "C", "C", "O", "C", "F", "F", "F", "P", "C", "O", "H", "H", "H", "H", "H", "H", "H", "H", "H", "H", "H", "H", "O", "H", "H"], "xyz": [[-3.54992, 2.65477, 0.13123], [-3.13429, 1.62153, -0.59219], [-2.37358, 0.45687, -1.43802], [-0.92187, -0.30703, -0.20998], [-1.78153, -0.88576, 1.37753], [0.38182, 1.26693, 0.19251], [1.23353, 0.82596, 1.48666], [2.63204, 1.15452, 1.26270], [0.78306, 1.51087, 2.87758], [-0.19818, 2.54428, 2.77013], [1.97180, 2.08937, 3.50174], [0.32553, 0.48991, 3.79050], [0.28892, -2.08240, -1.10786], [0.43666, -3.35214, 0.30890], [1.90679, -1.51173, -1.35831], [-3.70948, 3.31694, 1.06710], [-3.15351, -0.37350, -1.60441], [-1.97349, 0.86372, -2.44602], [-1.05726, -0.79925, 2.05856], [1.04964, 1.33519, -0.76414], [-0.15648, 2.27758, 0.27415], [1.15996, -0.33617, 1.55197], [2.69003, 2.11693, 1.05141], [1.49889, -3.76394, 0.46753], [-0.28959, -4.23135, 0.09211], [0.06167, -2.84639, 1.29062], [1.93973, -0.76339, -1.99714], [1.11826, -0.98394, -4.34992], [1.22785, -0.47985, -5.16677], [1.59298, -1.80853, -4.51818]], "forces_ev_per_a": [[2.413, -5.408, -2.573], [-0.665, 4.463, 2.901], [-2.019, 1.301, 0.482], [-1.101, 1.228, 1.753], [2.195, 0.659, -0.477], [-0.121, 0.225, -0.039], [0.066, 0.642, -1.891], [-0.604, 0.235, 0.370], [0.559, -0.131, 0.949], [2.527, -2.720, 0.692], [-3.424, -1.047, -1.063], [0.696, 2.786, -1.855], [0.477, -1.066, -0.875], [-0.299, 0.010, 1.301], [-0.153, 0.316, 0.088], [0.265, -1.554, -2.344], [1.063, 1.303, -0.067], [-0.881, -0.559, 1.659], [-1.374, -0.239, -0.783], [-0.678, -0.188, 1.954], [0.821, -1.447, 0.180], [0.472, 2.123, 0.437], [-0.345, -1.153, 0.175], [-1.571, 0.670, -0.382], [1.313, 1.483, 0.254], [0.774, -1.123, -1.530], [-0.419, -0.916, 0.625], [0.235, 0.092, -0.387], [-0.058, -0.038, 0.187], [-0.166, 0.053, 0.259]]}

---

[3]
{"formula": "C7H14BBrO4", "method": "ωB97M-V/def2-TZVPD", "smiles": "CCCO[C@](Br)(OC=O)B(O)CC", "e_homo_ev": -10.213, "multiplicity": 1, "largest_force_ha_per_bohr": 0.05412, "e_lumo_ev": 0.4, "elements": ["C", "C", "C", "O", "C", "Br", "O", "C", "O", "B", "O", "C", "C", "H", "H", "H", "H", "H", "H", "H", "H", "H", "H", "H", "H", "H", "H"], "xyz": [[2.50057, -1.19624, -0.80571], [2.81412, 0.06975, -0.00281], [1.64537, 1.06124, 0.04653], [0.40993, 0.34685, -0.08231], [-0.63798, 1.02885, -0.60849], [-0.28304, 1.52607, -2.50682], [-0.81363, 2.29381, 0.02048], [-1.03313, 2.24424, 1.36998], [-0.39729, 2.94332, 2.14027], [-1.96128, 0.06062, -0.56645], [-2.86733, 0.13472, -1.57781], [-2.21725, -0.97117, 0.58521], [-1.23289, -2.16369, 0.56300], [3.42695, -1.63405, -1.16007], [1.98335, -1.90764, -0.17886], [1.90202, -0.98428, -1.68195], [2.98923, -0.23524, 1.02159], [3.68775, 0.56923, -0.39512], [1.74637, 1.83325, -0.70595], [1.66583, 1.56233, 1.00711], [-1.84599, 1.61427, 1.74127], [-3.06168, 1.03753, -1.83566], [-2.23438, -0.52530, 1.57379], [-3.20660, -1.38079, 0.40649], [-1.03596, -2.46456, -0.45899], [-1.66030, -2.99393, 1.10595], [-0.28275, -1.86919, 0.98534]], "forces_ev_per_a": [[0.463, 0.414, -0.108], [-1.008, -0.358, 0.039], [0.847, -0.068, 0.251], [-0.061, 0.240, 0.084], [-0.632, -0.488, -0.114], [0.031, 0.097, -0.041], [0.076, 0.135, 0.534], [1.404, 1.774, 1.620], [-1.249, -1.266, -1.630], [0.122, 0.088, -0.066], [-0.532, 0.021, 0.937], [0.200, -0.612, -0.559], [-0.076, 0.636, -0.036], [0.149, -0.262, 0.049], [-0.208, -0.264, -0.025], [-0.225, 0.050, -0.180], [0.470, -0.024, 0.202], [0.253, 0.207, 0.022], [-0.230, -0.018, -0.391], [-0.194, 0.205, 0.189], [-0.042, -0.280, -0.357], [0.378, 0.198, -0.817], [0.092, 0.150, 0.214], [-0.316, 0.079, 0.029], [-0.009, -0.264, -0.213], [0.074, -0.290, 0.157], [0.225, -0.101, 0.206]]}

---

[4]
{"formula": "C7H14BNO3", "method": "ωB97M-V/def2-TZVPD", "e_homo_ev": [-7.757, -7.289], "multiplicity": 1, "largest_force_ha_per_bohr": 0.08880, "e_lumo_ev": [-0.1, -0.2], "elements": ["B", "C", "C", "C", "C", "C", "C", "C", "N", "O", "O", "O", "H", "H", "H", "H", "H", "H", "H", "H", "H", "H", "H", "H", "H", "H"], "xyz": [[-1.72820, 0.67199, -0.83774], [-0.16839, 1.19379, 3.50027], [-0.08112, 0.29688, 2.51923], [0.98195, 0.28630, 1.48603], [1.11690, -2.06199, -1.42737], [1.44614, 0.40716, -1.48155], [-1.52613, -0.63311, -1.50010], [0.84484, -0.77948, -0.80626], [0.59239, -0.72748, 0.54192], [1.92237, 1.05014, 1.48296], [-1.42080, 1.80167, -1.62729], [-2.25975, 0.72161, 0.42935], [-1.02516, 0.98106, 4.18968], [0.55445, 1.82939, 3.79994], [-0.96261, -0.26714, 2.32935], [2.18821, -2.20026, -1.49029], [0.73169, -2.25543, -2.43502], [0.82125, -2.89377, -0.69768], [0.70228, 1.01475, -1.94147], [1.90902, 0.97034, -0.68412], [2.23042, 0.10764, -2.21533], [-1.53940, -0.83082, -2.58025], [-1.54032, -1.62447, -1.00584], [-0.28003, -1.11958, 0.82740], [-1.05814, 2.47525, -1.03386], [-2.45184, 1.58556, 0.65804]], "forces_ev_per_a": [[-0.549, 0.169, -1.277], [-2.864, -3.543, 0.302], [0.201, 1.525, 0.495], [-1.131, -0.613, -0.336], [-0.225, -3.051, 1.128], [1.394, -0.459, 0.447], [2.092, -2.922, -0.192], [-2.253, 1.454, -2.242], [1.421, 1.565, 1.384], [-0.121, -0.726, -0.550], [0.167, 0.047, 1.323], [0.905, -2.104, -0.567], [0.716, 0.870, -0.625], [2.296, 2.164, 0.627], [-0.349, -0.755, 0.038], [0.668, 0.117, -0.071], [-0.152, 0.333, 0.410], [-0.003, 0.876, -1.249], [-0.448, 0.439, -0.490], [0.420, 0.557, -0.137], [-0.652, 0.205, 0.471], [0.254, 0.622, 0.340], [-0.645, 0.731, 0.057], [-0.242, -0.595, -0.016], [-0.239, 0.318, -0.392], [-0.660, 2.776, 1.122]]}

---

[5]
{"formula": "C7H14BeOPS", "method": "ωB97M-V/def2-TZVPD", "e_homo_ev": -1.080, "charge": -1, "multiplicity": 1, "largest_force_ha_per_bohr": 0.26617, "e_lumo_ev": 2.8, "elements": ["C", "C", "C", "C", "C", "Be", "P", "H", "H", "H", "H", "H", "H", "H", "H", "C", "S", "C", "O", "H", "H", "H", "H", "H", "H"], "xyz": [[-0.61261, -1.18571, -2.40821], [-0.73488, -0.25962, -3.63009], [-1.06389, 1.08192, -3.34395], [-1.35420, 1.25317, -1.94582], [-1.08178, 0.11431, -0.99235], [-0.37818, 0.25780, -2.32150], [1.14180, -0.59609, -1.34583], [-0.54569, -2.29795, -2.67370], [-0.39097, -0.51033, -4.65650], [-1.28007, 1.83148, -4.07703], [-1.29511, 0.25053, 0.08233], [-1.72123, 2.19855, -1.59561], [2.26679, -0.04974, -0.45113], [1.98845, -1.74863, -1.86082], [0.48743, -1.47992, -0.27727], [1.69128, 0.03165, 3.75734], [0.77265, 0.60512, 2.32127], [-0.79001, -0.21017, 2.66370], [0.56727, 2.07407, 2.45529], [1.33998, -0.96383, 4.05727], [1.55927, 0.75745, 4.56642], [2.74798, -0.02646, 3.46487], [-1.40183, 0.48078, 3.26860], [-1.32053, -0.46301, 1.73218], [-0.59192, -1.14538, 3.21054]], "forces_ev_per_a": [[-0.522, -5.577, -2.639], [-2.223, -3.725, -5.860], [-2.378, 1.497, -0.596], [-5.369, 3.844, 2.102], [-2.469, 2.361, 1.196], [12.711, 0.955, 4.986], [0.678, -2.120, 1.508], [-0.469, 1.393, 0.347], [-0.662, -0.177, 1.118], [0.384, 0.190, 0.002], [-0.489, -0.175, -1.148], [-0.184, 0.084, -0.046], [-0.224, -0.588, -0.006], [0.059, 0.825, 0.034], [1.162, 1.247, -1.194], [0.170, -0.131, 0.426], [0.239, -0.087, -1.195], [-0.620, -0.310, 0.520], [-0.079, -0.026, 0.396], [0.205, 0.277, -0.055], [-0.018, -0.138, -0.069], [-0.306, 0.093, 0.126], [0.220, -0.305, -0.151], [0.371, 0.256, 0.390], [-0.187, 0.338, -0.193]]}

---

[6]
{"formula": "C7H14Cl5O5P", "method": "ωB97M-V/def2-TZVPD", "smiles": "CCCOO[P@@](=O)(O)O[C@H](Cl)CC.ClC(Cl)(Cl)Cl", "e_homo_ev": -10.552, "multiplicity": 1, "largest_force_ha_per_bohr": 0.04632, "e_lumo_ev": 0.1, "elements": ["C", "C", "C", "O", "O", "P", "O", "O", "O", "C", "Cl", "C", "C", "H", "H", "H", "H", "H", "H", "H", "H", "H", "H", "H", "H", "H", "H", "Cl", "C", "Cl", "Cl", "Cl"], "xyz": [[-3.20563, 3.16040, -2.59988], [-1.98448, 2.37915, -2.09756], [-2.33123, 1.15839, -1.25858], [-1.77397, 1.40395, 0.00805], [-2.09038, 0.28110, 0.84131], [-0.75861, -0.20391, 1.60213], [-0.64941, 0.36662, 2.90477], [-0.97263, -1.76557, 1.58794], [0.43763, 0.19666, 0.62775], [1.41412, -0.77239, 0.27661], [2.98967, 0.07104, 0.43933], [1.30115, -1.23112, -1.15079], [-0.05307, -1.81488, -1.54331], [-3.08775, 4.20780, -2.38072], [-3.26609, 3.08718, -3.67219], [-4.12837, 2.82810, -2.15274], [-1.36334, 2.06183, -2.91923], [-1.39682, 3.03527, -1.47480], [-1.89350, 0.27651, -1.70611], [-3.40240, 1.00913, -1.20901], [-0.27545, -2.15033, 2.15183], [1.48583, -1.58376, 0.98188], [1.56956, -0.40476, -1.78220], [2.05432, -1.99472, -1.28842], [-0.31362, -1.45160, -2.52397], [-0.86030, -1.53282, -0.88961], [-0.02516, -2.89062, -1.60526], [5.04371, -3.16927, 4.61862], [4.51928, -1.54564, 4.16308], [2.78408, -1.56600, 3.80999], [4.81571, -0.43422, 5.49878], [5.41713, -1.01154, 2.74233]], "forces_ev_per_a": [[0.620, 0.016, -0.112], [-0.592, 0.110, 0.277], [0.071, -0.087, -0.764], [-0.054, 0.442, 0.479], [-0.128, -0.579, -0.562], [-0.564, 0.999, -0.963], [0.582, 0.681, 2.207], [0.686, -0.674, -0.154], [-0.168, -1.137, -0.268], [0.705, 1.019, -0.268], [0.088, -0.033, 0.087], [-0.385, -0.503, 0.170], [0.123, 0.165, -0.196], [-0.057, 0.457, 0.125], [-0.326, -0.118, -0.442], [-0.320, -0.154, 0.103], [0.267, 0.025, -0.293], [0.402, 0.155, 0.201], [0.167, -0.414, 0.095], [-0.319, -0.028, 0.311], [-0.624, -0.169, -0.017], [-0.236, -0.281, 0.284], [0.057, 0.464, -0.265], [0.385, -0.079, -0.073], [-0.150, 0.056, -0.436], [-0.216, 0.069, 0.288], [-0.025, -0.395, 0.124], [-0.004, -0.031, -0.008], [0.039, 0.023, -0.016], [-0.038, 0.042, 0.004], [0.005, 0.016, 0.029], [0.009, -0.055, 0.052]]}

---

[7]
{"formula": "C7H14N2", "method": "ωB97M-V/def2-TZVPD", "e_homo_ev": -8.781, "multiplicity": 1, "largest_force_ha_per_bohr": 0.18288, "e_lumo_ev": -1.1, "elements": ["C", "C", "C", "C", "C", "C", "C", "H", "H", "H", "H", "H", "H", "H", "H", "H", "H", "H", "H", "H", "H", "N", "N"], "xyz": [[-1.14664, 2.03067, 0.22314], [-1.83469, 0.73905, -0.33079], [-1.22013, -0.63469, -0.02199], [-2.07914, -1.71613, -0.45376], [-0.00903, -1.09468, 0.40034], [1.06890, -0.48212, 0.91539], [3.39065, -0.35786, 0.08878], [-0.66032, 1.95010, 1.10493], [-1.97644, 2.95496, 0.73590], [-0.36230, 2.46729, -0.58641], [-2.81835, 0.92567, 0.24926], [-2.15970, 0.91009, -1.55669], [-3.61866, -1.20663, -0.79905], [-1.51235, -1.96668, -1.93348], [-1.96984, -2.83739, 0.06215], [-0.15102, -2.30554, 0.33667], [1.47894, -1.04913, 1.71917], [0.66029, 0.42671, 1.65614], [1.49117, 1.21628, -0.67149], [3.87773, -1.50510, 0.92765], [3.33866, 1.48819, -1.19170], [2.02470, -0.11222, -0.06607], [4.18758, 0.15914, -0.80810]], "forces_ev_per_a": [[-1.368, 3.255, -3.199], [-1.818, 2.358, -0.333], [0.712, 0.752, -0.030], [-2.953, -2.909, -4.934], [-7.669, -4.911, -2.345], [2.488, 4.860, 4.866], [1.314, -0.417, -2.262], [1.950, -1.105, 2.641], [2.184, -2.590, -2.560], [-1.971, -0.442, 1.968], [1.048, -1.499, -1.212], [1.136, -0.829, 3.581], [4.358, -1.712, 1.191], [-1.987, 0.464, 3.817], [-0.723, 3.336, -1.386], [1.487, 2.837, 0.427], [0.934, -0.885, 0.276], [1.159, -1.563, -2.054], [2.490, -4.319, 1.830], [-1.848, 3.706, -2.764], [2.339, -3.865, 0.751], [-1.421, 2.993, -0.130], [-1.841, 2.484, 1.863]]}

---

[8]
{"formula": "C7H14N2", "method": "ωB97M-V/def2-TZVPD", "e_homo_ev": [-7.078, -7.075], "multiplicity": 1, "largest_force_ha_per_bohr": 0.04166, "e_lumo_ev": [-0.3, -0.3], "elements": ["C", "C", "C", "C", "C", "C", "C", "N", "N", "H", "H", "H", "H", "H", "H", "H", "H", "H", "H", "H", "H", "H", "H"], "xyz": [[0.85597, -0.44655, 0.27600], [0.18525, -0.21355, 1.62807], [0.32795, -1.70893, -0.40193], [2.36611, -0.56444, 0.47836], [-3.14148, 1.00922, -0.53555], [-1.79891, 0.38501, -0.38063], [-0.73026, 1.14181, -0.80429], [0.55828, 0.76152, -0.65065], [1.44363, 1.43946, -1.24705], [2.39196, 1.12146, -1.06184], [-0.81389, 2.02906, -1.43948], [0.49438, -0.98520, 2.33121], [-0.89692, -0.24291, 1.50400], [0.46660, 0.75581, 2.03665], [0.80648, -1.85931, -1.36716], [-0.74671, -1.61765, -0.54557], [0.53316, -2.57343, 0.22508], [2.55730, -1.39703, 1.15131], [2.78225, 0.33352, 0.93295], [2.88682, -0.77619, -0.45481], [-3.62220, 1.03719, 0.44685], [-3.14791, 2.02032, -0.96676], [-3.75788, 0.35081, -1.15477]], "forces_ev_per_a": [[0.453, -0.139, 0.028], [-0.169, 0.150, 0.038], [-0.180, 0.077, -0.193], [-0.180, 0.177, -0.177], [0.340, 0.141, -0.346], [0.218, 0.149, 0.266], [-2.031, 0.330, -0.594], [1.341, -0.458, 0.148], [-0.291, -0.048, 0.100], [-0.221, -0.388, 0.351], [0.126, 0.106, 0.202], [0.153, -0.097, -0.036], [0.175, -0.059, 0.088], [0.056, 0.086, 0.055], [0.122, -0.029, -0.110], [0.088, -0.047, 0.065], [0.141, -0.025, 0.125], [-0.064, -0.027, 0.010], [0.069, 0.062, 0.060], [0.075, -0.036, -0.057], [-0.034, -0.031, -0.057], [-0.104, 0.075, -0.038], [-0.083, 0.032, 0.072]]}